Molecular formula: C18H40N2O4PRuS6
Method: DFT, ωB97M-V/def2-TZVPD

Spin multiplicity: 1
LUMO energy (spin up / spin down), eV: -11.55 / -11.56
HOMO-LUMO gap (spin up / spin down), eV: 5.21 / 5.22
Total charge: +3
Largest force on an atom, eV/A: 2.1

Each line ends with the Mulliken charge.
Atoms and positions in Å:
1 Ru 0.320 0.820 -0.559  0.365
2 C 3.336 0.424 -0.048  -1.086
3 N 2.380 1.101 -0.951  0.855
4 C 2.571 0.606 -2.331  -1.153
5 C 2.637 2.563 -0.882  -0.964
6 C 1.554 3.342 -1.595  -0.997
7 N 0.220 2.954 -1.074  1.079
8 C -0.110 3.708 0.146  -1.049
9 C -0.796 3.220 -2.107  -1.122
10 H 4.359 0.554 -0.412  0.436
11 H 3.112 -0.635 0.004  -0.082
12 H 3.268 0.854 0.950  0.467
13 H 3.518 0.964 -2.744  0.366
14 H 1.758 0.941 -2.982  0.348
15 H 2.585 -0.480 -2.328  0.312
16 H 3.610 2.795 -1.324  0.382
17 H 2.670 2.847 0.171  0.403
18 H 1.578 3.134 -2.665  0.510
19 H 1.722 4.414 -1.466  0.377
20 H -0.285 4.767 -0.077  0.324
21 H 0.704 3.633 0.864  0.387
22 H -1.010 3.291 0.597  -0.043
23 H -0.680 4.232 -2.506  0.404
24 H -1.793 3.137 -1.689  0.174
25 H -0.694 2.507 -2.929  0.369
26 C -4.219 1.658 -0.216  -1.108
27 S -3.059 0.736 -1.242  0.379
28 C -3.898 -0.854 -1.174  -0.679
29 O -1.833 0.586 -0.330  -0.238
30 H -4.212 1.210 0.776  0.342
31 H -5.210 1.594 -0.666  0.483
32 H -3.908 2.700 -0.171  0.345
33 H -4.686 -0.836 -1.928  0.516
34 H -4.318 -1.019 -0.184  0.360
35 H -3.173 -1.627 -1.418  -0.028
36 C -1.596 -4.110 1.185  -1.483
37 C -1.092 -2.695 1.016  0.067
38 O -0.942 -2.415 -0.397  -0.069
39 P 0.192 -1.474 -0.984  -0.104
40 O 1.588 -2.169 -0.678  0.353
41 C 1.914 -3.584 -0.851  -0.111
42 C 2.461 -4.136 0.444  -1.329
43 O -0.124 -1.527 -2.529  -0.081
44 C -0.909 -2.491 -3.314  -0.044
45 C -0.033 -3.503 -4.013  -1.253
46 H -1.615 -4.360 2.246  0.429
47 H -0.941 -4.817 0.676  0.318
48 H -2.602 -4.221 0.783  0.360
49 H -0.129 -2.558 1.517  0.217
50 H -1.800 -1.967 1.418  0.188
51 H 2.649 -3.637 -1.653  0.365
52 H 1.019 -4.122 -1.158  0.199
53 H 3.307 -3.539 0.785  0.338
54 H 2.808 -5.156 0.282  0.434
55 H 1.694 -4.148 1.219  0.255
56 H -1.426 -1.874 -4.045  0.354
57 H -1.633 -2.974 -2.661  0.205
58 H 0.751 -3.009 -4.585  0.307
59 H -0.653 -4.074 -4.704  0.431
60 H 0.423 -4.206 -3.320  0.251
61 C -1.267 4.050 4.884  -1.361
62 S -0.761 2.983 3.522  0.452
63 C -0.013 1.682 4.311  0.241
64 C 0.562 0.586 3.578  -0.313
65 S 0.666 0.396 1.926  0.199
66 S 1.250 -0.668 4.563  0.168
67 C 0.924 0.070 6.110  0.000
68 S 1.348 -0.610 7.514  0.088
69 S 0.084 1.608 6.018  0.130
70 H -1.737 4.913 4.415  0.385
71 H -0.395 4.373 5.453  0.486
72 H -1.991 3.538 5.518  0.493

Molecular formula: C18H40N5OP3V
Method: DFT, ωB97M-V/def2-TZVPD

Spin multiplicity: 2
LUMO energy (spin up / spin down), eV: -14.69 / -14.77
Expectation value of S²: 1.103
HOMO-LUMO gap (spin up / spin down), eV: 6.39 / 6.48
Total charge: +4
Largest force on an atom, eV/A: 3.7

Each line ends with the natural charge from an NBO analysis.
Atoms and positions in Å:
1 V 0.457 -0.027 -1.241  0.843
2 P -1.556 1.168 -0.619  0.993
3 P -0.216 -1.863 4.172  1.299
4 P 0.540 1.196 -3.331  1.055
5 H -1.800 -3.516 -0.489  0.289
6 C -0.742 -3.227 -0.452  -0.400
7 C -0.070 -3.630 0.822  -0.085
8 H -0.781 -3.972 1.585  0.228
9 C -3.161 0.472 -1.148  -0.930
10 C -1.629 1.172 1.211  -0.946
11 C -1.676 2.953 -0.948  -0.927
12 C 0.154 -2.661 5.728  -0.970
13 C 0.166 -0.106 4.231  -0.968
14 C -1.925 -2.131 3.673  -0.962
15 C 1.812 0.618 -4.509  -0.928
16 C 0.982 2.964 -3.198  -0.923
17 C -0.972 1.194 -4.370  -0.925
18 H -0.256 -3.757 -1.282  0.265
19 H 0.668 -4.427 0.666  0.255
20 H -3.969 1.103 -0.761  0.297
21 H -3.281 -0.551 -0.769  0.242
22 H -3.208 0.447 -2.246  0.269
23 H -2.552 1.663 1.540  0.292
24 H -0.757 1.738 1.572  0.275
25 H -1.578 0.153 1.618  0.215
26 H -1.769 3.153 -2.023  0.260
27 H -0.766 3.429 -0.555  0.268
28 H -2.556 3.342 -0.419  0.288
29 H 0.348 -1.918 6.510  0.299
30 H 1.053 -3.275 5.582  0.297
31 H -0.680 -3.303 6.036  0.301
32 H -0.743 0.489 4.071  0.272
33 H 0.900 0.136 3.450  0.247
34 H 0.595 0.140 5.213  0.306
35 H -2.565 -2.148 4.567  0.312
36 H -2.007 -3.100 3.157  0.267
37 H -2.279 -1.347 2.989  0.245
38 H 1.988 1.411 -5.246  0.297
39 H 1.484 -0.292 -5.025  0.260
40 H 2.752 0.406 -3.985  0.249
41 H 1.582 3.232 -4.076  0.295
42 H 1.578 3.143 -2.294  0.250
43 H 0.080 3.583 -3.153  0.273
44 H -0.684 1.414 -5.406  0.302
45 H -1.679 1.956 -4.021  0.264
46 H -1.465 0.215 -4.335  0.246
47 C 0.708 -1.636 0.275  0.424
48 C -0.603 -1.722 -0.514  -0.405
49 C -0.567 -1.543 -1.996  -0.309
50 C 0.696 -1.717 -2.606  -0.184
51 C 1.892 -1.600 -1.865  -0.248
52 C 1.896 -1.482 -0.457  -0.310
53 O 0.641 -2.491 1.378  -0.482
54 H 0.584 -2.432 3.144  0.047
55 H -1.466 -1.371 0.072  0.309
56 H -1.516 -1.568 -2.525  0.310
57 H 0.750 -1.827 -3.688  0.310
58 H 2.860 -1.578 -2.375  0.313
59 H 2.844 -1.394 0.072  0.305
60 N 2.062 4.247 1.799  -0.539
61 N 2.168 2.978 1.222  0.208
62 N 3.380 2.573 0.801  -0.162
63 C 3.054 1.529 0.032  0.168
64 N 1.728 1.362 -0.101  -0.426
65 N 1.141 2.353 0.627  -0.071
66 H 1.205 4.330 2.334  0.409
67 H 2.911 4.422 2.327  0.434
68 H 3.814 0.926 -0.447  0.253

Molecular formula: C18H40N5P3PdS
Method: DFT, ωB97M-V/def2-TZVPD

Spin multiplicity: 5
LUMO energy (spin up / spin down), eV: -12.10 / -16.59
Expectation value of S²: 6.056
HOMO-LUMO gap (spin up / spin down), eV: 7.35 / 2.90
Total charge: +4
Largest force on an atom, eV/A: 4.5

Each line ends with the natural charge from an NBO analysis.
Atoms and positions in Å:
1 Pd 0.172 -1.584 -0.307  0.313
2 P -0.103 -0.054 1.741  0.977
3 P 2.325 -1.119 -1.043  1.085
4 P 0.220 -3.361 1.175  1.077
5 H -4.040 0.401 -1.628  0.179
6 C -4.465 0.256 -0.640  -0.397
7 C -4.253 1.140 0.355  -0.376
8 H -3.628 2.034 0.194  0.181
9 C -0.789 1.646 1.697  -0.936
10 C 1.511 0.260 2.564  -0.944
11 C -1.156 -0.660 3.122  -0.935
12 C 2.623 -1.414 -2.811  -0.946
13 C 2.976 0.575 -0.842  -0.973
14 C 3.565 -2.144 -0.194  -0.952
15 C -1.364 -3.810 1.961  -0.959
16 C 1.407 -3.346 2.557  -0.957
17 C 0.687 -4.857 0.248  -0.947
18 H -5.038 -0.663 -0.485  0.203
19 H -4.675 1.013 1.362  0.229
20 H -1.694 1.672 1.078  0.260
21 H -0.051 2.328 1.255  0.238
22 H -1.042 1.985 2.713  0.283
23 H 2.237 0.635 1.833  0.240
24 H 1.904 -0.658 3.012  0.259
25 H 1.378 1.016 3.351  0.284
26 H -2.076 -1.084 2.705  0.255
27 H -1.432 0.183 3.767  0.285
28 H -0.642 -1.418 3.728  0.256
29 H 3.705 -1.474 -2.974  0.290
30 H 2.207 -0.563 -3.365  0.253
31 H 2.137 -2.342 -3.132  0.266
32 H 3.967 0.537 -0.359  0.292
33 H 2.291 1.219 -0.280  0.243
34 H 3.087 1.001 -1.849  0.264
35 H 4.539 -1.904 -0.642  0.290
36 H 3.347 -3.210 -0.329  0.262
37 H 3.585 -1.893 0.873  0.257
38 H -1.826 -4.604 1.366  0.275
39 H -2.051 -2.961 2.008  0.257
40 H -1.165 -4.181 2.976  0.290
41 H 1.437 -4.369 2.960  0.293
42 H 1.102 -2.662 3.360  0.258
43 H 2.413 -3.076 2.210  0.259
44 H -0.165 -5.186 -0.340  0.259
45 H 0.964 -5.635 0.977  0.288
46 H 1.533 -4.642 -0.409  0.251
47 C -2.864 -3.291 -2.753  -0.129
48 C -2.289 -4.364 -3.477  -0.181
49 C -3.066 -5.443 -3.897  -0.163
50 C -4.433 -5.508 -3.594  0.028
51 C -5.029 -4.439 -2.900  -0.162
52 C -4.262 -3.348 -2.493  -0.168
53 S -2.015 -1.895 -2.244  0.269
54 H -0.504 -2.398 -1.511  0.043
55 H -1.228 -4.300 -3.717  0.244
56 H -2.608 -6.250 -4.471  0.277
57 H -5.029 -6.373 -3.914  0.278
58 H -6.104 -4.478 -2.687  0.281
59 H -4.729 -2.514 -1.959  0.252
60 N 0.796 4.648 -1.101  -0.224
61 N 0.416 3.417 -1.621  0.194
62 N -0.281 3.324 -2.777  -0.163
63 C -0.660 2.031 -2.718  0.222
64 N -0.271 1.403 -1.609  -0.185
65 N 0.419 2.305 -0.889  -0.022
66 H 1.516 4.493 -0.393  0.443
67 H 1.104 5.236 -1.865  0.463
68 H -1.234 1.544 -3.496  0.276

In kJ/mol, the ΔE to the lowest compared entry with this formula, charge and spin values for the records above are, in order, 20.50; 0.00; 114.77.